22
Properties=species:S:1:pos:R:3:nbo_charge:R:1 method="wB97M-V/def2-TZVPD" multiplicity=1 total_charge=+1 homo_ev=-13.2 gap_ev=8.90 e_above_lowest_kcal_mol=0.0
C 2.166 2.043 -0.930 -0.3835
C -0.496 -1.739 -0.255 0.0026
C 0.619 -1.959 0.181 0.1662
C -1.789 -1.203 -0.321 0.3308
C 2.764 1.460 0.066 -0.2092
C -2.108 0.088 -0.008 0.0903
C -3.473 0.720 -0.109 -0.6788
N -1.093 0.917 0.633 0.5124
N 1.950 -2.385 0.456 -0.7654
O -0.233 0.432 1.335 -0.3747
O -1.192 2.079 0.288 -0.3484
F -2.764 -2.030 -0.810 -0.2853
Br 3.942 -0.140 -0.126 0.0792
H 2.180 1.535 -1.971 0.2368
H 1.451 2.851 -0.748 0.2638
H 2.793 1.735 1.102 0.2357
H -4.224 -0.152 -0.187 0.2626
H -3.696 1.511 -0.962 0.2777
H -3.591 1.376 0.762 0.2552
H 2.142 -3.190 -0.174 0.4753
H 2.008 -2.510 1.444 0.4553
H 2.644 -1.440 0.334 0.4016



50
Properties=species:S:1:pos:R:3:mulliken_charge:R:1 method="wB97M-V/def2-TZVPD" multiplicity=1 total_charge=+2 homo_ev=-14.7 gap_ev=8.26 e_above_lowest_kcal_mol=4.1
Y -0.620 -2.179 -1.442 1.1800
O 5.307 -3.261 0.911 -0.4713
C 4.179 -3.000 0.268 0.9116
C 4.114 -2.363 -0.974 -0.6291
C 2.884 -2.151 -1.533 -0.5972
N 1.725 -2.523 -0.947 -0.2500
C 1.838 -3.127 0.239 0.4753
Br 0.177 -3.634 1.015 -0.1186
C 2.995 -3.397 0.898 -0.5909
H 6.091 -2.991 0.411 0.3382
H 5.008 -2.046 -1.497 0.4020
H 2.805 -1.659 -2.494 0.4472
H 3.018 -3.895 1.858 0.5119
O -4.473 -2.197 -1.767 -0.6032
S -3.266 -1.598 -1.358 1.6060
O -2.253 -1.344 -2.465 -0.6337
O -2.404 -2.432 -0.414 -0.5889
C -3.531 -0.077 -0.562 0.4392
C -4.853 0.311 -0.415 -0.6689
C -5.121 1.514 0.220 -0.6518
C -4.081 2.297 0.689 -0.8054
C -2.758 1.893 0.527 -0.0810
C -2.457 0.693 -0.093 -0.1822
P -0.708 0.228 -0.338 0.9771
C 0.049 1.608 -1.216 0.6298
C -0.071 1.629 -2.608 -0.6360
C 0.431 2.700 -3.330 -0.7142
C 1.050 3.750 -2.667 -0.5229
C 1.165 3.737 -1.282 -0.7865
C 0.665 2.667 -0.552 -0.1759
C 0.015 0.115 1.312 0.5429
C -0.791 -0.107 2.425 -0.6523
C -0.212 -0.341 3.665 -0.7976
C 1.169 -0.361 3.795 -0.6379
C 1.978 -0.153 2.683 -0.8188
C 1.406 0.076 1.440 -0.3356
H -5.651 -0.313 -0.796 0.5805
H -6.146 1.837 0.341 0.4382
H -4.295 3.237 1.182 0.4495
H -1.956 2.528 0.887 0.4589
H -0.593 0.835 -3.130 0.3385
H 0.333 2.721 -4.408 0.4483
H 1.439 4.588 -3.231 0.4260
H 1.640 4.563 -0.770 0.4484
H 0.755 2.664 0.528 0.4227
H -1.869 -0.097 2.331 0.4354
H -0.841 -0.500 4.531 0.4698
H 1.617 -0.536 4.766 0.4486
H 3.056 -0.156 2.791 0.4828
H 2.041 0.244 0.577 0.6411



12
Properties=species:S:1:pos:R:3:nbo_charge:R:1 method="wB97M-V/def2-TZVPD" multiplicity=1 homo_ev=-8.7 gap_ev=9.40 smiles="C=CN(N)C=O" e_above_lowest_kcal_mol=93.9
C -1.637 -0.828 -0.155 -0.4814
C -0.914 0.338 0.113 -0.0395
N 0.495 0.288 -0.096 -0.3521
N 1.423 1.386 -0.162 -0.6132
C 1.207 -0.956 0.011 0.5506
O 2.367 -1.169 -0.032 -0.5317
H -2.779 -0.549 0.030 0.2157
H -1.251 -1.825 -0.349 0.2131
H -1.500 1.227 0.308 0.2251
H 1.429 1.528 0.922 0.3562
H 0.841 2.189 -0.684 0.3580
H 0.319 -1.630 0.095 0.0994



46
Properties=species:S:1:pos:R:3:nbo_charge:R:1 method="wB97M-V/def2-TZVPD" multiplicity=5 total_charge=+1 homo_ev="-10.2 / -10.9" gap_ev="7.28 / 7.76"
Cr -0.048 0.102 -0.212 1.1175
N 1.306 -2.236 -1.998 -0.5621
C 0.018 -2.519 -1.588 0.4108
C -0.600 -3.675 -2.078 -0.2648
C -1.893 -3.975 -1.690 -0.1041
C -2.548 -3.103 -0.819 -0.2604
C -1.868 -1.997 -0.367 0.0628
N -0.601 -1.696 -0.722 -0.5663
C 2.179 -1.219 -1.660 0.3948
C 3.516 -1.331 -2.056 -0.2657
C 4.432 -0.376 -1.654 -0.1062
C 3.988 0.686 -0.866 -0.2647
C 2.646 0.772 -0.578 0.0780
N 1.737 -0.153 -0.963 -0.5542
H 1.715 -2.950 -2.585 0.4174
H -0.068 -4.325 -2.756 0.2319
H -2.394 -4.848 -2.076 0.2424
H -3.562 -3.287 -0.501 0.2465
H -2.352 -1.285 0.300 0.2186
H 3.829 -2.163 -2.666 0.2302
H 5.464 -0.444 -1.956 0.2413
H 4.674 1.435 -0.503 0.2462
H 2.246 1.618 -0.025 0.2338
N -0.303 -0.017 2.087 -0.8949
C -0.704 1.243 2.667 0.1944
C -0.331 1.561 3.966 -0.2508
C -0.799 2.716 4.560 -0.1934
C -1.654 3.551 3.859 -0.1958
C -2.000 3.247 2.557 -0.1757
C -1.522 2.099 1.931 -0.0938
C -1.892 1.866 0.515 -0.0315
C -3.246 1.921 0.167 -0.2309
C -3.638 1.833 -1.156 -0.2137
C -2.680 1.791 -2.159 -0.2097
C -1.333 1.796 -1.819 -0.2553
C -0.909 1.808 -0.489 -0.4143
H 0.583 -0.298 2.508 0.3886
H -0.989 -0.726 2.352 0.3903
H 0.322 0.895 4.514 0.2128
H -0.509 2.960 5.568 0.2256
H -2.050 4.439 4.325 0.2263
H -2.645 3.907 1.998 0.2240
H -3.988 2.033 0.946 0.2195
H -4.688 1.814 -1.405 0.2221
H -2.983 1.787 -3.195 0.2200
H -0.595 1.890 -2.610 0.2125



92
Properties=species:S:1:pos:R:3:mulliken_charge:R:1 method="wB97M-V/def2-TZVPD" multiplicity=1 homo_ev=-8.9 gap_ev=8.91 e_above_lowest_kcal_mol=12.3
C 4.608 -4.777 0.174 -1.4688
C 4.655 -3.299 0.495 0.8151
C 5.864 -2.883 1.384 -0.3860
O 6.459 -1.799 0.694 -0.3463
C 5.867 -1.621 -0.516 0.5836
O 6.148 -0.764 -1.274 -0.5182
O 4.886 -2.532 -0.702 -0.2637
H 4.222 -5.086 -0.789 0.2636
H 4.011 -5.276 0.946 0.3747
H 5.593 -5.241 0.280 0.4353
H 3.719 -2.966 0.945 0.0409
H 6.562 -3.710 1.487 0.2959
H 5.502 -2.546 2.353 0.2923
C -3.074 2.805 -5.327 -1.3239
C -2.640 1.490 -4.744 0.3726
C -1.129 1.348 -4.455 -0.4569
O -1.034 1.294 -3.034 -0.1496
C -2.247 1.391 -2.471 0.6296
O -2.440 1.489 -1.301 -0.4737
O -3.214 1.392 -3.410 -0.4063
H -2.680 2.874 -6.348 0.3601
H -2.738 3.662 -4.747 0.2605
H -4.155 2.829 -5.458 0.3931
H -2.992 0.612 -5.281 0.3268
H -0.577 2.225 -4.794 0.1464
H -0.681 0.452 -4.875 0.3153
C -0.401 -1.244 4.321 -1.0631
C 0.083 -1.478 5.712 0.4369
C 1.352 -0.689 6.091 -0.3689
O 1.091 -0.238 7.412 -0.3596
C -0.254 -0.255 7.626 0.6353
O -0.786 0.197 8.583 -0.5206
O -0.881 -0.913 6.628 -0.3713
H -1.320 -1.808 4.173 0.1894
H 0.286 -1.501 3.509 0.3499
H -0.544 -0.179 4.119 0.1754
H 0.196 -2.532 5.966 0.3231
H 1.471 0.157 5.412 0.2633
H 2.219 -1.344 6.090 0.3149
C 1.749 -0.986 -0.425 -1.9383
C 0.775 0.148 -0.564 1.2061
C 0.160 0.725 0.717 1.2223
O 0.521 2.096 0.717 -0.2303
C 1.090 2.410 -0.473 0.4681
O 1.271 3.522 -0.864 -0.6204
O 1.489 1.301 -1.096 -0.4195
H 1.171 -1.830 -0.026 0.4315
H 2.649 -0.799 0.163 0.3103
H 2.123 -1.342 -1.387 0.3992
H 0.047 -0.160 -1.314 -0.0863
H 0.669 0.220 1.539 0.1094
H -0.909 0.575 0.729 -0.9004
C 2.443 -3.870 -2.357 -1.1319
S 0.821 -3.753 -3.108 0.6686
O 0.930 -4.541 -4.357 -0.7128
C 0.016 -4.795 -1.887 -0.8233
H 2.402 -3.654 -1.291 0.0730
H 3.177 -3.265 -2.881 0.3926
H 2.765 -4.913 -2.425 0.6309
H 0.622 -5.696 -1.737 0.3696
H -0.958 -5.146 -2.212 0.3527
H 0.024 -4.242 -0.946 0.1439
C -1.418 4.065 2.827 -0.7505
S -2.603 2.757 3.155 0.3973
O -2.261 1.618 2.260 -0.4569
C -4.003 3.601 2.405 -0.9861
H -1.380 4.308 1.765 0.0836
H -0.440 3.723 3.154 0.2681
H -1.720 4.965 3.366 0.4593
H -4.334 4.382 3.090 0.4106
H -4.784 2.867 2.219 0.3255
H -3.734 4.040 1.444 0.2339
C 0.157 5.371 -4.737 -0.6971
S -1.025 6.266 -3.700 0.4198
O -2.357 6.062 -4.333 -0.6201
C -0.890 5.169 -2.271 -0.6589
H 0.372 5.969 -5.616 0.4009
H -0.329 4.454 -5.086 0.0172
H 0.994 5.033 -4.131 0.3375
H -1.244 5.728 -1.401 0.4215
H 0.161 4.960 -2.098 0.3393
H -1.547 4.304 -2.346 0.0446
C -3.554 -0.830 0.705 -0.2900
S -2.701 -2.389 0.293 0.5132
O -1.290 -2.337 0.782 -0.5141
C -3.626 -3.379 1.491 -1.0831
H -4.248 -0.707 -0.130 0.4149
H -2.849 -0.010 0.607 -0.4732
H -4.036 -0.898 1.673 0.3850
H -3.200 -4.377 1.532 0.3629
H -4.681 -3.356 1.228 0.4189
H -3.486 -2.902 2.463 0.2439



73
Properties=species:S:1:pos:R:3:lowdin_spin:R:1 method="wB97M-V/def2-TZVPD" multiplicity=5 homo_ev="-1.3 / -9.4" gap_ev="1.64 / 9.74" e_above_lowest_kcal_mol=0.0
Ti -9.511 7.655 27.208 2.5351
C -6.459 6.981 23.764 0.0050
C -7.824 6.806 24.400 0.0274
O -7.790 6.876 25.639 0.0328
N -8.945 6.562 23.694 0.0145
C -8.992 5.869 22.416 0.0047
H -6.437 7.776 23.019 0.0008
H -6.085 6.107 23.229 0.0020
H -5.755 7.309 24.528 0.0004
H -9.736 6.514 24.320 0.0028
H -8.698 6.529 21.600 0.0004
H -9.969 5.563 22.041 0.0011
H -8.210 5.110 22.397 0.0013
C -8.254 4.051 28.024 0.0760
C -8.523 5.059 29.123 0.0628
O -8.795 6.193 28.789 0.0413
N -8.461 4.623 30.375 0.0454
C -8.613 5.435 31.590 0.0946
H -7.695 3.184 28.377 0.0203
H -7.624 4.464 27.237 0.0037
H -9.200 3.652 27.658 0.0268
H -8.163 3.668 30.517 0.0482
H -9.412 5.110 32.256 0.0380
H -8.836 6.466 31.315 0.0010
H -7.695 5.423 32.179 0.0176
C -12.579 5.133 27.723 0.0918
C -11.586 5.004 26.616 0.0429
O -10.930 5.967 26.319 0.0430
N -11.560 3.863 25.913 0.0305
C -10.780 3.604 24.730 0.0371
H -12.059 5.448 28.628 0.0186
H -13.181 4.233 27.848 0.0356
H -13.412 5.811 27.535 0.0127
H -11.961 3.006 26.267 0.0448
H -11.059 2.614 24.372 0.0104
H -9.741 3.702 25.045 0.0039
H -10.952 4.284 23.896 0.0019
C -8.144 10.513 25.108 0.0087
C -9.539 10.063 24.775 0.0305
O -9.992 9.072 25.297 0.0529
N -10.251 10.807 23.949 0.0115
C -9.810 11.979 23.165 0.0019
H -7.960 11.587 25.076 0.0008
H -7.367 9.972 24.569 0.0013
H -7.927 10.203 26.131 0.0039
H -11.177 10.515 23.671 0.0016
H -10.450 12.163 22.302 0.0002
H -8.766 11.862 22.877 0.0003
H -9.898 12.914 23.720 0.0006
C -8.939 11.258 29.579 0.0111
C -8.510 9.818 29.432 0.0381
O -8.381 9.313 28.317 0.0471
N -8.344 9.056 30.486 0.0171
C -8.465 9.339 31.901 0.0180
H -9.721 11.289 30.337 0.0032
H -9.445 11.590 28.672 0.0031
H -8.110 11.931 29.798 0.0022
H -8.019 8.123 30.274 0.0029
H -9.535 9.313 32.108 0.0028
H -8.188 10.381 32.058 0.0019
H -7.931 8.638 32.544 0.0064
O -11.430 8.038 29.036 0.0373
C -11.932 7.899 30.129 0.0257
O -11.250 7.580 31.254 0.0217
C -12.052 7.645 32.408 0.0363
C -13.454 7.431 31.841 0.0388
C -13.386 8.023 30.445 0.0245
H -11.768 8.594 32.864 0.0050
H -11.876 6.844 33.125 0.0186
H -14.222 7.844 32.495 0.0048
H -13.621 6.354 31.833 0.0272
H -13.733 9.050 30.555 0.0050
H -13.968 7.602 29.625 0.0100



Please write out number 3 again, unchanged.
12
Properties=species:S:1:pos:R:3:nbo_charge:R:1 method="wB97M-V/def2-TZVPD" multiplicity=1 homo_ev=-8.7 gap_ev=9.40 smiles="C=CN(N)C=O" e_above_lowest_kcal_mol=93.9
C -1.637 -0.828 -0.155 -0.4814
C -0.914 0.338 0.113 -0.0395
N 0.495 0.288 -0.096 -0.3521
N 1.423 1.386 -0.162 -0.6132
C 1.207 -0.956 0.011 0.5506
O 2.367 -1.169 -0.032 -0.5317
H -2.779 -0.549 0.030 0.2157
H -1.251 -1.825 -0.349 0.2131
H -1.500 1.227 0.308 0.2251
H 1.429 1.528 0.922 0.3562
H 0.841 2.189 -0.684 0.3580
H 0.319 -1.630 0.095 0.0994